(1)
C8H21BO10S3 | ωB97M-V with the def2-TZVPD basis set

Results
HOMO energy = -9.780 eV
SMILES string = CCOS(C)(=O)=O.CCOS(C)(=O)=O.O=C(OCS)B(O)O
frontier orbital gap = 0.3361 hartree
multiplicity = 1

CARTESIAN COORDINATES (ANGSTROEM)
1 C -1.076 2.271 1.502
2 C 0.061 1.453 2.088
3 O -0.276 0.068 2.187
4 S -0.314 -0.814 0.833
5 C -0.446 -2.405 1.594
6 O 0.964 -0.719 0.177
7 O -1.546 -0.546 0.139
8 H -1.267 1.994 0.463
9 H -0.840 3.336 1.525
10 H -2.001 2.098 2.057
11 H 0.981 1.583 1.511
12 H 0.266 1.803 3.103
13 H 0.467 -2.608 2.153
14 H -0.572 -3.142 0.801
15 H -1.316 -2.412 2.249
16 C -4.817 0.712 -1.304
17 C -3.756 1.494 -2.056
18 O -4.310 2.634 -2.718
19 S -4.731 3.913 -1.823
20 C -5.009 5.044 -3.155
21 O -3.587 4.352 -1.069
22 O -5.996 3.642 -1.192
23 H -5.228 1.298 -0.479
24 H -4.401 -0.206 -0.886
25 H -5.650 0.458 -1.965
26 H -2.941 1.794 -1.392
27 H -3.323 0.855 -2.829
28 H -4.065 5.231 -3.665
29 H -5.395 5.969 -2.728
30 H -5.743 4.615 -3.836
31 O 5.359 -3.156 2.696
32 C 5.539 -3.744 1.601
33 O 6.815 -4.345 1.397
34 C 7.603 -3.644 0.405
35 S 7.450 -1.792 0.428
36 B 4.312 -3.699 0.530
37 O 3.040 -3.094 0.885
38 O 4.385 -4.197 -0.824
39 H 8.715 -3.885 0.552
40 H 7.318 -3.978 -0.662
41 H 6.864 -1.355 1.603
42 H 3.266 -2.131 0.930
43 H 5.201 -4.742 -0.826

Results of the natural (NBO) charge analysis, in e, for atoms 1 through 2:
1 C -0.64
2 C -0.08


(2)
C8H21ClIMoOP2 | ωB97M-V with the def2-TZVPD basis set

Results
HOMO energy (spin up / spin down) = -20.123 / -20.194 eV
total charge = +3
frontier orbital gap (spin up / spin down) = 0.1832 / 0.2055 hartree
multiplicity = 3

CARTESIAN COORDINATES (ANGSTROEM)
1 C -4.726 -0.504 -0.019
2 I -2.566 -0.402 -0.057
3 H -5.081 0.425 0.448
4 H -5.037 -1.390 0.555
5 H -5.072 -0.578 -1.063
6 Mo 0.642 -0.144 -0.048
7 P 0.644 -0.624 2.219
8 C 0.457 -2.417 2.540
9 C 2.104 -0.161 3.227
10 H 1.990 -0.441 4.282
11 H -0.779 -0.179 4.186
12 H 2.253 0.922 3.124
13 H -0.676 1.217 3.052
14 H 1.308 -2.948 2.083
15 H 2.973 -0.687 2.815
16 C -0.747 0.122 3.130
17 H 0.436 -2.665 3.609
18 H -1.711 -0.181 2.688
19 H -0.467 -2.809 2.091
20 P 0.807 1.031 -2.118
21 C 0.699 -0.090 -3.564
22 C -0.530 2.241 -2.407
23 H 2.444 2.739 -1.657
24 H 2.290 2.495 -3.442
25 H 3.176 1.310 -2.445
26 C 2.327 2.002 -2.461
27 H -0.494 3.004 -1.616
28 H -0.465 2.733 -3.387
29 H 0.756 0.435 -4.527
30 H -0.238 -0.665 -3.552
31 H -1.511 1.747 -2.353
32 H 1.534 -0.808 -3.521
33 C 0.216 -1.917 -0.741
34 O 0.144 -2.991 -1.213
35 Cl 2.899 0.180 0.141

Results of the natural (NBO) charge analysis, in e, for atoms 1 through 2:
1 C -0.57
2 I 0.14


(3)
C8H22AgBrN2O6S | ωB97M-V with the def2-TZVPD basis set

Results
HOMO energy (spin up / spin down) = -4.760 / -4.537 eV
total charge = -1
frontier orbital gap (spin up / spin down) = 0.2771 / 0.2268 hartree
multiplicity = 2

CARTESIAN COORDINATES (ANGSTROEM)
1 Ag -2.515 -12.395 -0.986
2 S -2.167 -13.093 -3.767
3 O -3.249 -12.246 -3.076
4 O -2.683 -14.261 -4.427
5 O -1.317 -12.291 -4.617
6 O -1.329 -13.506 -2.505
7 Br -4.735 -10.908 -0.200
8 C 0.692 -9.250 -1.056
9 C -0.202 -10.442 -0.683
10 C -0.740 -10.378 0.765
11 O -1.686 -11.405 1.032
12 C -2.133 -11.417 2.365
13 N -1.269 -10.524 -1.621
14 H 0.071 -8.358 -1.155
15 H 1.152 -9.476 -2.017
16 H 1.536 -8.924 -0.423
17 H 0.411 -11.344 -0.793
18 H -1.259 -9.427 0.899
19 H 0.063 -10.460 1.493
20 H -1.324 -11.544 3.090
21 H -2.869 -12.222 2.407
22 H -2.686 -10.480 2.481
23 H -0.973 -10.697 -2.571
24 H -1.968 -9.811 -1.498
25 C -4.492 -16.088 0.787
26 C -3.584 -14.905 0.414
27 C -2.140 -15.261 0.210
28 O -1.364 -14.094 0.135
29 C 0.000 -14.332 -0.030
30 N -4.042 -14.257 -0.815
31 H -4.154 -16.583 1.691
32 H -4.365 -16.823 -0.020
33 H -5.488 -15.664 0.824
34 H -3.544 -14.182 1.232
35 H -2.071 -15.821 -0.724
36 H -1.744 -15.868 1.025
37 H 0.078 -14.839 -0.990
38 H 0.300 -14.926 0.838
39 H 0.427 -13.326 0.000
40 H -3.878 -14.827 -1.621
41 H -4.936 -13.807 -0.710

Results of the natural (NBO) charge analysis, in e, for atoms 1 through 2:
1 Ag 1.17
2 S 2.54


(4)
C8H22AsN2O2W | ωB97M-V with the def2-TZVPD basis set

Results
relative energy (zero: lowest compared OMol25 entry of this formula, charge and spin) = 0.0 kJ/mol
HOMO energy (spin up / spin down) = -20.899 / -21.508 eV
total charge = +3
frontier orbital gap (spin up / spin down) = 0.2327 / 0.2819 hartree
multiplicity = 3

CARTESIAN COORDINATES (ANGSTROEM)
1 W -0.005 -0.964 -0.429
2 N 1.519 -0.551 -2.117
3 C 2.313 0.746 -1.954
4 C 3.230 0.678 -0.720
5 C 2.522 0.788 0.603
6 N 1.688 -0.420 0.947
7 H 2.246 -1.307 -2.074
8 H 0.994 -0.666 -2.945
9 H 1.603 1.546 -1.970
10 H 2.983 0.791 -2.835
11 H 3.935 1.510 -0.782
12 H 3.933 -0.204 -0.755
13 H 1.901 1.672 0.568
14 H 3.197 0.838 1.460
15 H 1.118 -0.259 1.830
16 H 2.244 -1.272 1.079
17 C -2.855 0.464 1.531
18 As -1.321 1.096 0.415
19 C -0.525 2.110 1.917
20 C -2.294 2.560 -0.598
21 H -3.454 1.373 1.821
22 H -2.545 0.001 2.477
23 H -3.509 -0.184 0.894
24 H -1.302 2.376 2.716
25 H -0.200 3.070 1.358
26 H 0.356 1.594 2.282
27 H -3.181 2.830 -0.067
28 H -2.466 1.937 -1.489
29 H -1.619 3.349 -0.742
30 C -1.869 -4.116 -0.178
31 C -1.017 -2.977 -0.501
32 O -1.520 -2.052 -1.245
33 O 0.246 -2.998 -0.273
34 H -2.071 -4.772 -1.054
35 H -2.860 -3.879 0.196
36 H -1.415 -4.706 0.633

Results of the natural (NBO) charge analysis, in e, for atoms 1 through 2:
1 W 1.92
2 N -0.80


(5)
C8H22B2O27 | ωB97M-V with the def2-TZVPD basis set

Results
relative energy (zero: lowest compared OMol25 entry of this formula, charge and spin) = 1014.9 kJ/mol
HOMO energy = -5.514 eV
total charge = -2
frontier orbital gap = 0.3386 hartree
multiplicity = 1

CARTESIAN COORDINATES (ANGSTROEM)
1 O -22.568 -23.052 -2.423
2 C -23.452 -22.376 -2.804
3 O -24.704 -22.574 -2.618
4 B -25.465 -21.262 -2.797
5 O -24.319 -20.380 -3.212
6 C -23.273 -21.015 -3.152
7 O -22.147 -20.655 -3.580
8 O -26.154 -20.917 -1.609
9 C -27.268 -20.437 -1.939
10 O -28.086 -19.843 -1.148
11 C -27.362 -20.620 -3.254
12 O -26.482 -21.201 -3.900
13 O -28.354 -20.068 -3.861
14 O -24.897 -20.724 1.878
15 C -24.354 -19.858 1.320
16 O -24.511 -18.646 1.469
17 B -23.908 -17.949 0.298
18 O -23.419 -18.980 -0.440
19 C -23.569 -20.055 0.219
20 O -22.824 -21.088 -0.213
21 O -23.011 -16.867 0.622
22 C -23.564 -15.864 0.174
23 O -23.041 -14.726 0.145
24 C -24.744 -16.100 -0.469
25 O -25.039 -17.227 -0.408
26 O -25.616 -15.185 -0.700
27 O -27.638 -20.603 1.587
28 H -26.674 -20.723 1.567
29 H -27.598 -20.393 0.558
30 O -20.687 -18.646 -2.199
31 H -20.021 -18.871 -2.816
32 H -21.286 -19.182 -2.496
33 O -27.797 -13.691 -0.156
34 H -27.239 -14.181 -0.611
35 H -28.203 -13.144 -0.956
36 O -20.712 -22.880 0.410
37 H -21.233 -23.352 1.100
38 H -21.350 -22.487 -0.126
39 O -27.606 -15.754 -3.001
40 H -26.840 -15.088 -2.851
41 H -28.398 -15.476 -3.563
42 O -24.200 -22.817 3.593
43 H -23.245 -22.491 4.048
44 H -24.262 -22.062 2.919
45 O -20.192 -20.063 0.158
46 H -20.667 -19.715 -0.671
47 H -20.400 -20.981 0.179
48 O -22.619 -19.278 3.872
49 H -22.577 -20.227 3.970
50 H -23.607 -19.256 3.904
51 O -20.725 -17.307 2.171
52 H -21.434 -17.184 1.473
53 H -20.895 -18.228 2.582
54 O -26.003 -14.429 2.613
55 H -25.966 -13.628 3.116
56 H -26.449 -14.367 1.781
57 O -21.501 -12.658 -0.087
58 H -21.941 -12.403 -0.993
59 H -21.842 -13.490 0.209

Results of the natural (NBO) charge analysis, in e, for atoms 1 through 2:
1 O -0.54
2 C 0.66


(6)
C8H22B3ClIO6P | ωB97M-V with the def2-TZVPD basis set

Results
relative energy (zero: lowest compared OMol25 entry of this formula, charge and spin) = 56.6 kJ/mol
HOMO energy = -9.238 eV
frontier orbital gap = 0.3179 hartree
multiplicity = 1

CARTESIAN COORDINATES (ANGSTROEM)
1 O 1.055 1.189 2.405
2 P -0.154 0.958 1.266
3 Cl -0.061 2.625 -0.027
4 B -1.840 1.222 2.178
5 O -2.434 2.498 2.343
6 B -3.771 2.340 1.929
7 O -4.215 1.188 1.232
8 B -3.644 0.007 1.706
9 I -4.316 -1.926 0.997
10 O -2.615 0.143 2.664
11 H 1.629 0.440 2.271
12 H -4.571 3.193 2.118
13 C 6.087 -0.286 0.997
14 C 4.729 -0.178 1.668
15 O 4.143 -1.429 1.988
16 C 4.877 -2.254 2.877
17 C 5.127 -1.622 4.236
18 H 6.015 -0.880 0.085
19 H 6.461 0.706 0.742
20 H 6.825 -0.764 1.643
21 H 4.034 0.312 0.985
22 H 4.784 0.454 2.561
23 H 5.818 -2.567 2.413
24 H 4.280 -3.157 3.006
25 H 5.729 -0.715 4.162
26 H 5.656 -2.321 4.884
27 H 4.182 -1.353 4.710
28 C -4.281 0.591 -2.205
29 C -2.919 0.656 -2.874
30 O -2.567 -0.526 -3.570
31 C -3.432 -0.906 -4.624
32 C -3.552 0.133 -5.725
33 H -4.322 -0.255 -1.511
34 H -4.477 1.508 -1.654
35 H -5.087 0.462 -2.930
36 H -2.151 0.791 -2.112
37 H -2.851 1.524 -3.538
38 H -4.419 -1.171 -4.228
39 H -3.009 -1.821 -5.040
40 H -3.978 1.069 -5.361
41 H -4.194 -0.237 -6.525
42 H -2.569 0.359 -6.143

Results of the natural (NBO) charge analysis, in e, for atoms 1 through 2:
1 O -0.94
2 P 0.80


no.,total energy (Ha)
1,-2289.2434
2,-1900.2481
3,-3998.1694
4,-2879.6757
5,-2399.5381
6,-1943.5120